[1]
C44H41BeNO2S2Te | ωB97M-V with the def2-TZVPD basis set

The geometry in XYZ format:
```
92
Properties=species:S:1:pos:R:3:forces:R:3:nbo_charge:R:1
Be 0.48277 3.39487 0.31727 -0.7 0.1 -0.4 1.42
C 5.57396 -3.73889 1.22788 0.0 0.1 0.0 -0.63
C 4.78230 -2.48333 0.98692 0.0 -0.1 0.0 0.00
C 4.23390 -1.76072 2.04025 0.0 0.0 0.0 -0.16
C 3.46742 -0.62975 1.79812 0.0 0.0 0.0 -0.23
C 3.24102 -0.22369 0.49261 -0.4 0.1 0.2 -0.18
C 3.80257 -0.91521 -0.57090 0.1 0.1 -0.1 -0.21
C 4.57073 -2.03576 -0.31759 0.1 0.1 0.0 -0.20
S 2.07293 1.13314 0.26594 0.6 -1.1 -0.5 1.21
O 2.82883 2.30315 -0.28017 0.0 0.3 0.1 -0.99
C 1.14594 0.43196 -1.10987 -0.2 -0.5 0.1 -0.21
C 1.17164 1.15122 -2.31428 0.1 0.2 -0.1 -0.20
C 0.38122 0.77096 -3.35602 0.0 0.0 0.0 -0.15
C -0.47822 -0.34224 -3.22938 0.0 -0.2 0.1 -0.07
C -1.33447 -0.73370 -4.28605 -0.1 0.0 0.0 -0.16
C -2.17710 -1.79818 -4.14818 0.0 0.1 -0.1 -0.22
C -2.21485 -2.51707 -2.93648 0.0 0.0 0.1 -0.20
C -1.38668 -2.17657 -1.90438 0.0 -0.1 -0.1 -0.23
C -0.47724 -1.09403 -2.02668 -0.1 0.2 0.1 0.02
C 0.37917 -0.70531 -0.94942 0.0 0.3 -0.1 -0.07
C 0.45492 -1.56646 0.27042 0.0 0.2 0.3 -0.08
C 1.05979 -2.86491 0.16097 0.2 0.0 0.1 0.02
C 1.61046 -3.34061 -1.05473 0.0 0.0 0.0 -0.19
C 2.17781 -4.58156 -1.13253 0.0 0.0 -0.1 -0.21
C 2.22615 -5.41753 -0.00071 0.0 0.0 0.0 -0.21
C 1.73383 -4.97514 1.19398 0.0 0.0 0.0 -0.18
C 1.15504 -3.68997 1.30958 0.0 0.0 -0.2 -0.07
C 0.68584 -3.20982 2.55674 0.0 0.1 0.1 -0.17
C 0.12712 -1.97568 2.65334 0.1 0.0 0.2 -0.23
C -0.00036 -1.16668 1.50675 -0.1 0.0 -0.5 -0.16
S -0.83513 0.42449 1.72788 0.1 -0.3 0.4 1.27
O -0.27149 0.98033 3.00151 0.1 0.3 -0.1 -1.01
C -2.41680 -0.29402 2.20558 0.1 -0.1 -0.3 -0.18
C -3.15809 -0.97928 1.25522 0.0 0.0 0.0 -0.25
C -4.37252 -1.53778 1.61829 0.0 0.0 0.0 -0.15
C -4.85085 -1.41912 2.92084 0.0 0.0 0.1 -0.02
C -6.15672 -2.04643 3.32957 0.1 0.1 0.0 -0.63
C -4.09179 -0.71627 3.85355 0.0 0.0 -0.1 -0.21
C -2.87726 -0.14830 3.50031 0.1 0.1 0.1 -0.22
H 5.64230 -3.96665 2.29043 0.0 0.0 0.0 0.22
H 6.58509 -3.63954 0.82977 0.0 0.0 0.0 0.22
H 5.10049 -4.58224 0.72223 0.0 0.0 0.0 0.23
H 4.39203 -2.09118 3.05978 0.0 0.0 0.0 0.21
H 3.02669 -0.07371 2.61821 -0.1 -0.1 0.0 0.23
H 3.62608 -0.58116 -1.58623 0.0 0.0 0.0 0.23
H 4.99840 -2.58829 -1.14605 0.0 0.0 0.0 0.22
H 1.82542 2.00922 -2.38524 -0.1 0.1 0.0 0.26
H 0.38356 1.33285 -4.28166 0.0 0.0 0.0 0.23
H -1.31123 -0.16255 -5.20609 0.0 0.0 0.0 0.22
H -2.82505 -2.09010 -4.96451 0.0 0.0 0.0 0.22
H -2.91009 -3.33913 -2.82361 0.0 0.0 0.0 0.21
H -1.42798 -2.73175 -0.97613 0.0 0.0 0.0 0.22
H 1.58549 -2.70422 -1.92789 0.0 0.0 0.0 0.23
H 2.59584 -4.92608 -2.06981 0.0 0.0 0.0 0.22
H 2.66752 -6.40294 -0.07911 0.0 0.0 0.0 0.22
H 1.77633 -5.60542 2.07448 0.0 0.0 0.0 0.21
H 0.78108 -3.83909 3.43366 0.0 0.0 0.0 0.21
H -0.22350 -1.58777 3.60168 0.0 0.0 0.0 0.24
H -2.78616 -1.07658 0.24069 -0.1 0.0 0.0 0.23
H -4.95644 -2.07392 0.87985 0.0 0.0 0.0 0.21
H -6.65255 -2.51139 2.47918 0.0 0.0 0.0 0.22
H -6.82631 -1.29825 3.75574 0.0 0.0 0.0 0.22
H -5.98978 -2.81085 4.09027 0.0 0.0 0.0 0.22
H -4.45629 -0.61254 4.86884 0.0 0.0 0.0 0.21
H -2.27620 0.40183 4.21345 0.0 0.0 0.0 0.24
C 2.48608 5.70395 1.49497 0.0 0.0 -0.1 -0.87
Te 1.83602 3.76437 2.13444 0.5 0.6 0.8 0.56
C 0.73313 4.48451 3.81486 -0.3 -0.1 -0.1 -0.88
H 1.64278 6.38971 1.47900 -0.1 -0.1 0.0 0.23
H 2.86544 5.58925 0.48132 0.0 -0.1 0.0 0.25
H 3.27399 6.09214 2.13508 0.0 -0.1 0.1 0.23
H 1.40360 5.02213 4.48056 0.1 0.0 -0.1 0.23
H 0.34596 3.60238 4.32046 0.0 0.0 0.0 0.25
H -0.09359 5.12396 3.51727 0.0 0.0 -0.1 0.24
C 0.43668 5.12665 -2.79567 -0.1 -0.1 0.0 -0.62
C -0.77229 4.25128 -2.95389 0.0 0.0 0.0 -0.06
C -1.55265 4.31023 -4.09856 0.0 -0.1 0.0 -0.22
C -2.70277 3.54178 -4.23008 0.0 0.0 -0.1 -0.27
C -3.07454 2.70276 -3.18829 0.0 0.0 0.0 -0.21
C -2.31969 2.61763 -2.02775 -0.1 0.0 0.0 -0.06
C -2.74598 1.73391 -0.89134 0.0 0.0 -0.2 -0.61
C -1.14206 3.39241 -1.88542 0.0 -0.1 0.0 0.16
N -0.39044 3.32105 -0.77301 0.2 0.2 0.3 -1.54
H 0.60708 5.72910 -3.68836 0.0 0.0 0.0 0.20
H 1.33083 4.53297 -2.58710 0.0 0.0 0.0 0.21
H 0.30198 5.78906 -1.93523 0.1 0.0 0.0 0.21
H -1.26133 4.97866 -4.90267 0.0 0.0 0.0 0.20
H -3.31129 3.61409 -5.12297 0.0 0.0 0.0 0.20
H -3.97782 2.10687 -3.27475 0.0 0.0 0.0 0.19
H -3.77481 1.39571 -1.02464 0.0 0.0 0.0 0.20
H -2.66036 2.27289 0.05477 0.0 -0.1 0.0 0.22
H -2.09446 0.85591 -0.82109 0.0 0.1 0.0 0.19
```
Positions in Å, forces in eV/Å.

Calculated values
Kohn-Sham gap = 5.99 eV
strongest force on any atom = 1.38 eV/Å
multiplicity = 1
HOMO level = -5.94 eV



[2]
C44H41Cl8FO12 | ωB97M-V with the def2-TZVPD basis set

The geometry in XYZ format:
```
106
Properties=species:S:1:pos:R:3:forces:R:3:lowdin_charge:R:1
Cl -10.67862 28.56735 -9.07782 0.0 0.2 0.0 0.52
C -10.69990 30.00948 -10.12739 -0.2 -0.2 0.6 -2.06
Cl -12.15938 29.94667 -11.10472 0.0 0.1 -0.2 0.54
Cl -10.72917 31.46783 -9.12363 0.0 -0.1 0.0 0.52
Cl -9.25592 30.01893 -11.10503 0.2 0.0 -0.4 0.56
Cl -0.32895 32.01234 -10.11644 0.1 0.3 -0.1 0.56
C -1.70593 31.06432 -9.62684 -0.4 -0.9 0.0 -2.02
Cl -3.22987 31.93979 -9.76932 0.2 0.2 0.1 0.55
Cl -1.83477 29.60930 -10.67187 0.1 0.2 0.1 0.52
Cl -1.46859 30.50805 -7.95716 0.1 0.2 -0.1 0.57
O -5.30534 24.99569 -8.64853 0.0 -0.2 0.3 0.03
C -5.15997 24.93816 -7.28531 0.0 0.5 -0.7 -0.31
C -5.60159 25.97716 -6.47848 0.5 0.3 0.7 0.00
C -5.36980 25.93439 -5.10576 -0.6 -0.7 0.5 -0.02
C -4.81399 24.79730 -4.52657 -0.4 -0.1 -0.9 -0.33
O -4.92695 24.59130 -3.16831 0.4 0.4 0.2 0.03
C -4.34991 23.78944 -5.36805 0.2 -0.3 0.7 -0.03
C -4.50270 23.84701 -6.73776 0.0 0.2 0.0 -0.01
H -5.60410 25.88457 -8.89799 0.0 -0.1 -0.1 0.06
H -6.06235 26.87772 -6.86561 -0.1 -0.2 -0.3 0.11
H -5.76249 26.69201 -4.43847 0.0 0.2 -0.2 0.11
H -4.06303 24.40290 -2.78668 0.0 -0.1 0.0 0.10
H -3.88698 22.93040 -4.89124 -0.1 -0.1 -0.2 0.12
H -4.14043 23.06017 -7.38484 0.0 0.0 0.0 0.12
O -4.10585 37.73612 -6.96574 0.2 -0.2 -0.2 0.02
C -4.86591 36.65636 -6.56077 -0.1 -0.3 -0.1 -0.33
C -5.55644 36.70015 -5.35940 0.4 0.3 0.5 -0.01
C -6.39882 35.68095 -4.94822 0.2 -0.4 -0.5 0.01
C -6.47725 34.55472 -5.75670 -0.8 0.1 -0.3 -0.29
O -7.34449 33.52708 -5.41740 0.6 0.3 -0.1 0.00
C -5.80759 34.49920 -6.97086 0.1 0.3 -0.5 -0.02
C -5.00520 35.55088 -7.39369 0.3 0.1 0.6 -0.01
H -3.40280 37.89865 -6.32924 -0.1 0.0 0.1 0.10
H -5.30931 37.51462 -4.68592 -0.4 0.2 -0.1 0.12
H -7.01153 35.74371 -4.05940 0.2 0.0 0.2 0.12
H -6.85615 32.71083 -5.62416 -0.3 -0.5 0.0 0.07
H -5.96556 33.69468 -7.68043 0.0 -0.3 0.3 0.12
H -4.42369 35.46508 -8.30151 -0.2 0.2 -0.1 0.12
O -0.09154 26.92443 -1.92837 0.2 0.1 0.3 0.05
C -1.30398 27.43317 -2.28814 -0.7 -0.6 -0.1 -0.33
C -2.19398 27.80617 -1.28175 0.3 -0.5 0.3 -0.02
C -3.49547 28.15109 -1.57532 0.1 0.8 -0.2 -0.01
C -3.91709 28.32292 -2.90852 0.5 -0.4 1.3 -0.35
O -5.17454 28.78151 -3.18509 0.0 0.2 -0.5 0.04
C -3.03499 27.93947 -3.89967 -0.1 -0.2 -0.5 -0.03
C -1.77742 27.42148 -3.58327 0.1 0.2 -0.2 -0.01
H 0.31295 26.44058 -2.65429 -0.1 0.1 -0.1 0.11
H -1.88024 27.66649 -0.25417 0.0 0.2 0.0 0.12
H -4.15161 28.37964 -0.74237 -0.2 0.0 -0.1 0.12
H -5.55664 29.17843 -2.39465 -0.1 -0.1 0.0 0.12
H -3.32596 27.94926 -4.94368 -0.2 0.1 0.1 0.12
H -1.18499 26.95277 -4.36245 0.1 0.3 -0.1 0.12
O -4.83530 34.54088 1.00799 0.3 -0.3 0.2 0.03
C -5.75878 34.17099 0.05896 -0.2 0.4 -0.6 -0.33
C -7.08670 34.56261 0.13269 0.4 0.0 0.0 -0.02
C -7.94733 34.25811 -0.91239 -0.3 0.1 0.0 -0.02
C -7.50467 33.53830 -2.00374 0.6 -0.4 -0.6 -0.34
O -8.39401 33.16260 -2.96693 -0.3 0.4 0.0 0.02
C -6.15242 33.16739 -2.10738 -0.7 -0.1 0.6 -0.01
C -5.30208 33.48038 -1.06365 0.4 0.1 0.3 -0.02
H -5.02249 35.42402 1.33599 -0.2 0.0 0.0 0.10
H -7.39004 35.14942 0.99239 -0.2 0.0 -0.1 0.11
H -8.97391 34.60151 -0.93659 0.0 -0.1 0.2 0.12
H -8.03811 33.36133 -3.85944 0.0 -0.2 0.2 0.05
H -5.82500 32.58675 -2.96001 0.1 0.1 0.0 0.10
H -4.24649 33.23421 -1.08814 0.0 0.0 -0.1 0.11
O 1.11186 33.98339 -4.20127 0.1 -0.3 -0.2 0.05
C -0.05357 33.26852 -4.20603 -1.0 -0.4 0.3 -0.33
C -0.98391 33.49197 -5.21715 1.1 0.4 0.1 -0.01
C -2.22113 32.89041 -5.17958 -0.4 -0.3 -0.4 -0.02
C -2.53420 31.99462 -4.17400 0.1 0.2 0.1 -0.29
O -3.76609 31.36179 -4.21854 0.5 -0.1 0.5 0.00
C -1.63005 31.74344 -3.14929 -0.3 0.3 -0.4 -0.01
C -0.40014 32.38297 -3.18814 0.6 -0.1 0.3 -0.02
H 1.78955 33.45576 -3.76552 0.0 0.1 0.1 0.11
H -0.61332 34.11996 -6.02008 -0.6 0.1 -0.1 0.12
H -2.96643 33.05933 -5.94969 0.1 0.1 -0.1 0.12
H -3.66537 30.57862 -3.66096 -0.3 -0.2 0.0 0.07
H -1.92257 31.11774 -2.31350 0.2 -0.2 -0.1 0.12
H 0.32828 32.15738 -2.41460 -0.1 0.1 0.1 0.12
O -6.01560 31.07698 -5.66041 -0.3 0.0 0.0 0.01
C -5.90217 30.24868 -6.74483 0.4 0.1 -0.2 -0.30
C -4.64105 29.82688 -7.15570 -0.1 -0.4 0.2 -0.05
C -4.51975 28.93052 -8.20318 -0.4 0.0 0.1 -0.05
C -5.66861 28.51726 -8.86530 1.2 0.2 -0.5 -0.33
O -5.57181 27.58415 -9.86787 -0.5 -0.3 -0.1 -0.02
C -6.89545 29.07504 -8.57118 -0.5 -0.3 0.1 -0.03
C -7.03608 29.90464 -7.46988 0.6 0.6 0.2 0.01
H -5.19209 31.02195 -5.13958 -0.1 0.3 -0.1 0.06
H -3.75949 30.15213 -6.62099 -0.1 0.1 0.1 0.07
H -3.56448 28.53230 -8.52061 0.1 0.1 0.1 0.09
H -4.69113 27.41997 -10.27974 -0.7 0.7 0.8 0.08
H -7.74521 28.83451 -9.19481 0.0 -0.1 0.1 0.05
H -7.95035 30.40831 -7.18080 -0.3 -0.4 -0.2 0.12
F -4.01371 26.83065 -11.65170 0.3 -0.7 -0.9 0.01
C -4.47872 25.64572 -12.19628 -0.3 -0.6 0.2 -0.23
C -5.78182 25.25150 -11.91287 0.7 0.8 0.0 -0.01
C -6.25527 24.08559 -12.47737 -0.2 -0.3 -0.6 -0.07
C -5.44533 23.31791 -13.31147 -0.1 0.3 1.1 -0.09
C -4.11315 23.67342 -13.46656 -0.7 -0.5 -0.9 -0.08
C -3.63199 24.86870 -12.95801 0.3 0.5 -0.1 -0.01
H -6.34387 25.93470 -11.30235 -0.5 -0.2 0.2 0.10
H -7.26949 23.72983 -12.34578 -0.1 0.4 0.3 0.11
H -5.89398 22.42841 -13.73060 0.4 -0.1 -0.2 0.10
H -3.53393 23.00826 -14.09520 0.4 0.3 0.1 0.11
H -2.65360 25.24155 -13.23256 0.1 -0.1 0.3 0.12
```
Positions in Å, forces in eV/Å.

Calculated values
Kohn-Sham gap = 8.00 eV
strongest force on any atom = 1.47 eV/Å
multiplicity = 1
HOMO level = -7.93 eV